[1]
This record from the Open Molecules 2025 dataset describes 4 unconnected molecules or ions with the total composition C55H47F3NO10S. The level of theory is wB97M-V/def2-TZVPD.

Summary:
frontier orbital gap (spin up / spin down) = 7.38 / 8.53 eV
2S+1 = 2
DFT total energy = -98749.86706 eV
total charge = 0
HOMO energy (spin up / spin down) = -8.52 / -9.66 eV
LUMO level (spin up / spin down) = -1.13 / -1.13 eV

Last column: Mulliken spin population.
CARTESIAN COORDINATES (ANGSTROEM)
C  -2.637  0.152  3.628  0.00
C  -1.725  -0.866  2.948  0.00
C  -2.222  -1.393  1.596  0.00
O  -3.569  -0.962  1.333  0.00
C  -3.927  -0.480  0.080  -0.01
S  -3.322  1.316  0.095  0.00
O  -1.983  1.365  0.605  0.00
O  -4.345  2.146  0.657  0.00
C  -3.178  1.915  -1.671  0.00
F  -2.209  1.280  -2.335  0.00
F  -2.889  3.202  -1.622  0.00
F  -4.328  1.744  -2.325  0.00
C  -3.410  -1.237  -1.128  0.03
C  -4.018  -2.627  -1.332  0.00
C  -3.651  -3.071  -2.751  0.02
C  -3.490  -3.675  -0.357  0.06
N  -5.503  -2.535  -1.268  0.39
O  -6.101  -3.620  -1.556  0.54
C  -6.174  -1.722  -0.203  -0.01
C  -7.599  -1.422  -0.697  0.01
C  -6.252  -2.517  1.103  0.03
C  -5.440  -0.389  -0.004  0.03
H  -2.947  0.944  2.950  0.00
H  -3.525  -0.324  4.042  0.00
H  -2.104  0.622  4.454  0.00
H  -0.736  -0.428  2.807  0.00
H  -1.603  -1.719  3.619  0.00
H  -2.220  -2.484  1.581  0.00
H  -1.562  -1.053  0.804  0.00
H  -2.323  -1.328  -1.138  0.01
H  -3.684  -0.651  -2.006  -0.02
H  -3.839  -4.134  -2.880  0.00
H  -4.235  -2.520  -3.487  -0.02
H  -2.592  -2.886  -2.932  0.00
H  -2.421  -3.805  -0.540  0.00
H  -3.965  -4.631  -0.563  -0.03
H  -3.621  -3.410  0.688  -0.01
H  -7.664  -0.443  -1.170  0.00
H  -8.309  -1.436  0.129  0.00
H  -7.902  -2.176  -1.420  0.00
H  -6.689  -3.495  0.906  0.00
H  -6.909  -1.982  1.790  0.00
H  -5.291  -2.616  1.597  -0.01
H  -5.825  0.077  0.902  0.00
H  -5.686  0.280  -0.829  -0.01
C  0.656  0.722  -0.849  0.00
C  1.454  0.451  0.257  0.00
C  2.627  1.156  0.458  0.00
C  3.015  2.131  -0.453  0.00
C  2.221  2.394  -1.570  0.00
C  1.038  1.690  -1.761  0.00
C  2.621  3.416  -2.582  0.00
O  1.925  3.651  -3.546  0.00
C  3.910  4.134  -2.363  0.00
C  4.324  5.074  -3.299  0.00
C  5.505  5.769  -3.104  0.00
C  6.278  5.533  -1.972  0.00
C  5.873  4.593  -1.040  0.00
C  4.692  3.887  -1.233  0.00
C  4.280  2.881  -0.213  0.00
O  4.948  2.692  0.782  0.00
H  -0.264  0.173  -0.996  0.00
H  1.155  -0.310  0.967  0.00
H  3.257  0.962  1.316  0.00
H  0.432  1.917  -2.628  0.00
H  3.706  5.250  -4.169  0.00
H  5.825  6.502  -3.834  0.00
H  7.195  6.085  -1.815  0.00
H  6.462  4.397  -0.156  0.00
C  -4.304  -9.486  0.609  0.00
C  -3.849  -10.800  0.602  0.00
C  -2.736  -11.147  -0.145  0.00
C  -2.075  -10.181  -0.894  0.00
C  -2.537  -8.864  -0.894  0.00
C  -3.650  -8.520  -0.137  0.00
C  -1.864  -7.810  -1.705  0.00
O  -2.255  -6.662  -1.691  0.00
C  -0.694  -8.218  -2.536  0.00
C  -0.074  -7.267  -3.337  0.00
C  1.019  -7.620  -4.109  0.00
C  1.501  -8.924  -4.080  0.00
C  0.887  -9.877  -3.286  0.00
C  -0.216  -9.529  -2.514  0.00
C  -0.872  -10.579  -1.681  0.00
O  -0.444  -11.712  -1.647  0.00
H  -5.173  -9.217  1.195  0.00
H  -4.366  -11.554  1.181  0.00
H  -2.365  -12.163  -0.159  0.00
H  -3.993  -7.494  -0.147  0.00
H  -0.462  -6.258  -3.344  0.00
H  1.498  -6.880  -4.735  0.00
H  2.359  -9.197  -4.682  0.00
H  1.246  -10.896  -3.252  0.00
C  6.054  11.979  2.673  0.00
C  7.097  11.522  1.875  0.00
C  7.284  10.164  1.687  0.00
C  6.431  9.254  2.301  0.00
C  5.390  9.713  3.110  0.00
C  5.203  11.078  3.289  0.00
C  4.470  8.763  3.803  0.00
O  3.558  9.165  4.493  0.00
C  4.718  7.305  3.615  0.00
C  3.900  6.392  4.270  0.00
C  4.101  5.032  4.095  0.00
C  5.125  4.577  3.272  0.00
C  5.945  5.484  2.624  0.00
C  5.746  6.848  2.788  0.00
C  6.645  7.796  2.071  0.00
O  7.516  7.399  1.326  0.00
H  5.907  13.042  2.814  0.00
H  7.765  12.229  1.400  0.00
H  8.087  9.788  1.067  0.00
H  4.387  11.414  3.914  0.00
H  3.107  6.765  4.903  0.00
H  3.455  4.324  4.597  0.00
H  5.277  3.518  3.119  0.00
H  6.745  5.146  1.980  0.00

Force components x, y, z for each atom (eV/Å):
C 0.10 0.07 0.08
C -0.16 -0.05 0.14
C 0.12 0.02 -0.07
O -0.05 0.02 0.03
C -0.07 -0.16 0.09
S -0.14 -0.07 -0.07
O 0.17 -0.10 -0.03
O -0.05 0.03 0.06
C 0.03 -0.08 0.11
F -0.02 -0.02 0.00
F 0.01 0.13 -0.03
F -0.02 -0.02 -0.05
C 0.09 0.22 -0.19
C 0.01 0.01 -0.22
C -0.07 -0.04 -0.02
C 0.19 -0.05 0.00
N 0.25 -0.17 0.74
O -0.09 0.00 -0.31
C -0.09 0.17 -0.14
C -0.01 0.02 -0.07
C -0.08 0.03 0.06
C -0.10 0.02 0.05
H 0.00 -0.03 0.05
H -0.09 0.02 -0.09
H 0.01 -0.03 0.04
H 0.01 0.02 -0.03
H 0.10 0.03 0.04
H 0.05 0.14 0.07
H 0.03 0.07 -0.08
H -0.02 0.01 0.05
H 0.03 0.01 -0.07
H -0.05 -0.01 -0.01
H 0.01 0.04 -0.02
H 0.03 -0.02 0.02
H 0.01 -0.03 0.02
H -0.08 -0.01 0.02
H -0.18 -0.07 -0.10
H 0.04 -0.01 -0.07
H 0.01 0.01 0.02
H -0.05 -0.06 0.07
H 0.04 -0.05 0.01
H 0.00 0.00 0.02
H 0.02 -0.09 -0.06
H 0.03 0.06 0.01
H -0.01 -0.02 -0.06
C 0.08 -0.06 -0.04
C -0.01 -0.01 0.02
C -0.03 -0.03 0.02
C 0.02 0.00 -0.02
C 0.03 0.02 -0.01
C -0.04 -0.02 -0.01
C 0.03 0.00 0.04
O -0.01 -0.01 -0.03
C -0.03 -0.02 0.00
C 0.03 0.05 0.00
C -0.01 -0.01 0.00
C 0.01 0.01 0.00
C 0.02 0.03 -0.02
C -0.03 -0.02 0.02
C -0.01 0.13 -0.04
O 0.03 -0.11 0.02
H 0.02 0.04 0.01
H -0.01 0.00 0.00
H 0.02 0.02 0.00
H 0.03 0.00 0.01
H -0.02 -0.01 0.01
H 0.00 0.01 0.00
H 0.00 0.01 0.02
H 0.00 -0.02 -0.02
C 0.00 0.01 0.00
C 0.01 -0.01 -0.01
C -0.03 -0.01 0.04
C 0.03 0.01 -0.01
C 0.01 0.00 -0.03
C -0.03 -0.02 0.03
C 0.01 -0.05 0.01
O -0.01 0.08 -0.01
C -0.02 0.00 0.02
C 0.04 0.01 -0.03
C 0.00 0.01 0.00
C 0.00 -0.01 0.01
C 0.04 0.01 -0.04
C -0.03 -0.01 0.02
C -0.01 0.05 0.00
O 0.00 -0.02 -0.01
H -0.01 0.00 0.00
H 0.00 0.00 0.01
H 0.02 0.00 -0.01
H 0.01 0.01 -0.02
H -0.02 0.00 0.02
H 0.01 0.00 0.00
H 0.00 0.00 0.00
H -0.02 -0.01 0.01
C -0.01 -0.01 0.00
C 0.00 -0.01 0.00
C 0.01 0.05 -0.01
C -0.01 -0.03 0.00
C -0.01 -0.03 0.02
C 0.02 0.05 -0.01
C 0.03 -0.02 -0.03
O -0.01 0.01 0.02
C -0.01 0.03 -0.01
C -0.03 -0.05 -0.02
C 0.02 0.06 0.00
C -0.03 -0.03 0.03
C 0.00 -0.07 -0.02
C 0.04 0.03 0.01
C -0.05 0.02 0.02
O 0.02 -0.02 -0.04
H 0.00 0.00 0.00
H 0.00 0.00 0.00
H -0.01 -0.02 0.00
H -0.01 -0.02 0.01
H 0.00 0.03 0.00
H 0.00 0.00 0.01
H -0.01 0.00 0.01
H 0.02 0.02 0.03

[2]
This record from the Open Molecules 2025 dataset describes 2 unconnected molecules or ions with the total composition C4H14N3 in a non-equilibrium geometry. The level of theory is wB97M-V/def2-TZVPD.

Summary:
ΔE to the lowest compared entry with this formula, charge and spin = 29.1 kcal per mole
frontier orbital gap = 9.12 eV
DFT total energy = -8838.75901 eV
total charge = +1
HOMO energy = -12.92 eV
LUMO level = -3.80 eV

Last column: Mulliken charge in e.
CARTESIAN COORDINATES (ANGSTROEM)
N  -1.884  2.024  1.707  -0.32
C  -1.274  1.221  0.840  0.49
N  -1.633  1.087  -0.420  -0.26
H  -2.680  2.591  1.445  0.24
H  -1.498  2.098  2.635  0.25
H  -0.389  0.691  1.242  0.16
H  -1.178  0.336  -0.955  0.17
H  -2.382  1.646  -0.894  0.25
C  0.349  -1.585  -1.612  -1.41
C  0.999  -0.724  -0.488  0.44
C  0.875  -1.363  0.885  -1.45
N  2.512  -0.470  -0.745  -0.75
H  -0.702  -1.878  -1.449  0.40
H  0.562  -1.020  -2.569  0.35
H  1.043  -2.443  -1.630  0.44
H  0.557  0.302  -0.529  0.38
H  1.403  -0.810  1.714  0.36
H  -0.223  -1.487  1.159  0.35
H  1.313  -2.390  0.866  0.37
H  2.577  -0.044  -1.680  0.25
H  2.939  -1.367  -0.895  0.29

Force components x, y, z for each atom (eV/Å):
N 0.57 -0.66 -0.92
C -0.42 0.95 0.64
N -0.42 -0.01 -0.26
H 0.08 -0.04 0.19
H -0.17 0.14 0.00
H -0.75 0.09 -0.58
H -0.34 0.68 0.16
H 0.98 -0.87 0.88
C 1.85 0.88 -0.09
C 1.51 0.78 -0.50
C -0.69 -0.42 0.92
N -2.37 0.27 -0.55
H 0.48 0.09 -0.21
H -0.80 -0.78 0.78
H -0.87 -0.20 -0.29
H 0.70 -0.72 0.25
H -0.51 -0.36 -0.98
H 1.23 -0.01 -0.18
H -0.35 0.73 0.00
H 0.03 0.04 0.53
H 0.28 -0.58 0.22

[3]
This record from the Open Molecules 2025 dataset describes 2 unconnected molecules or ions with the total composition C5H8O in a non-equilibrium geometry. The level of theory is wB97M-V/def2-TZVPD.

Summary:
SMILES string = CC1=CC=C1.O
ΔE to the lowest compared entry with this formula, charge and spin = 109.7 kcal per mole
frontier orbital gap = 8.13 eV
DFT total energy = -7357.49987 eV
total charge = 0
HOMO energy = -7.29 eV
LUMO level = 0.83 eV

Last column: Mulliken charge in e.
CARTESIAN COORDINATES (ANGSTROEM)
C  -1.082  -1.508  0.335  -0.22
C  -0.279  -1.322  -0.697  -0.85
C  -0.204  -0.575  1.251  -0.58
C  0.629  -0.373  0.217  0.63
C  1.982  0.207  0.007  -1.10
O  -2.216  1.469  -0.347  -0.60
H  -2.306  2.364  -0.812  0.30
H  -2.041  -1.998  0.453  0.42
H  -0.377  -1.510  -1.661  0.50
H  -0.553  -0.109  2.264  0.27
H  2.082  0.742  -0.912  0.31
H  2.745  -0.511  -0.064  0.33
H  2.257  0.672  0.985  0.29
H  -3.031  1.026  -0.530  0.30

Force components x, y, z for each atom (eV/Å):
C -0.25 0.22 0.46
C 0.60 1.32 4.33
C -1.60 0.77 1.04
C 0.25 -0.96 0.00
C -1.00 0.44 1.99
O 0.61 2.51 -0.85
H 0.17 -1.98 1.04
H 0.11 -0.02 0.04
H -0.08 -0.96 -4.25
H 1.48 -0.91 -1.96
H -0.10 1.12 -0.23
H 0.78 -1.75 -0.26
H -0.16 0.66 -1.12
H -0.81 -0.46 -0.22

[4]
This record from the Open Molecules 2025 dataset describes a molecular structure, C26H34O2PtS8Sb. The level of theory is wB97M-V/def2-TZVPD.

Summary:
ΔE to the lowest compared entry with this formula, charge and spin = 25.7 kcal per mole
frontier orbital gap (spin up / spin down) = 5.72 / 5.73 eV
DFT total energy = -128068.93532 eV
total charge = +1
HOMO energy (spin up / spin down) = -10.23 / -10.23 eV
LUMO level (spin up / spin down) = -4.50 / -4.50 eV

Last column: Mulliken charge in e.
CARTESIAN COORDINATES (ANGSTROEM)
Pt  0.764  0.862  0.185  3.04
C  3.766  -0.079  2.464  0.02
C  2.532  0.041  3.350  -0.85
S  0.904  0.566  2.695  0.01
C  0.840  2.322  3.129  -1.08
C  1.749  3.219  2.318  -0.69
S  1.614  2.978  0.505  -0.09
C  3.350  2.950  -0.023  -1.06
C  4.170  1.702  0.256  0.27
S  4.635  1.438  1.995  -0.18
H  3.566  -0.669  1.575  -0.34
H  4.496  -0.635  3.057  0.55
H  2.718  0.710  4.192  0.46
H  2.318  -0.943  3.769  0.55
H  1.091  2.410  4.187  0.63
H  -0.206  2.598  3.013  0.40
H  2.793  3.049  2.573  0.34
H  1.496  4.265  2.491  0.59
H  3.789  3.842  0.428  0.62
H  3.285  3.123  -1.099  0.37
H  5.102  1.806  -0.302  0.56
H  3.676  0.807  -0.123  -0.51
O  2.192  -0.873  -0.006  -1.20
C  1.179  -1.630  -0.094  -0.31
O  0.038  -1.048  -0.110  -0.45
C  1.262  -3.087  -0.183  0.22
C  2.508  -3.711  -0.198  -0.22
C  2.577  -5.091  -0.275  -0.89
C  1.407  -5.838  -0.339  -0.39
C  0.165  -5.215  -0.327  -0.76
C  0.087  -3.836  -0.247  -0.47
H  3.408  -3.112  -0.156  0.45
H  3.538  -5.586  -0.287  0.43
H  1.464  -6.917  -0.402  0.41
H  -0.739  -5.806  -0.379  0.45
H  -0.869  -3.329  -0.228  0.57
C  -3.476  -2.691  2.929  -1.35
Sb  -3.528  -1.573  1.090  0.39
C  -4.758  -3.003  0.056  -1.35
C  -5.158  -0.326  1.701  -1.31
H  -4.370  -3.305  3.035  0.38
H  -3.421  -2.001  3.772  0.39
H  -2.596  -3.332  2.951  0.37
H  -5.777  -2.983  0.439  0.39
H  -4.341  -3.999  0.210  0.38
H  -4.774  -2.797  -1.013  0.37
H  -5.908  -0.918  2.224  0.40
H  -5.609  0.139  0.826  0.38
H  -4.795  0.461  2.363  0.36
C  0.852  1.643  -4.602  -0.80
C  1.145  0.394  -4.074  -0.61
C  1.109  0.177  -2.702  -0.78
C  0.766  1.216  -1.840  0.85
C  0.494  2.471  -2.370  -0.04
C  0.534  2.682  -3.744  -0.94
H  0.874  1.804  -5.671  0.41
H  1.405  -0.427  -4.730  0.46
H  1.354  -0.810  -2.348  0.39
H  0.237  3.311  -1.734  0.39
H  0.309  3.667  -4.133  0.48
C  -2.195  0.116  -2.484  0.04
S  -3.591  1.135  -1.947  -0.12
C  -2.797  2.649  -1.516  0.66
C  -1.910  2.899  -0.525  -0.64
S  -1.330  1.750  0.641  -0.11
S  -1.450  4.581  -0.313  0.01
C  -2.376  5.250  -1.626  0.08
S  -2.419  6.824  -2.012  -0.16
S  -3.321  4.023  -2.438  -0.08
H  -2.649  -0.733  -2.996  0.50
H  -1.624  -0.239  -1.635  -0.39
H  -1.571  0.662  -3.187  0.14

Force components x, y, z for each atom (eV/Å):
Pt 0.02 0.07 -0.02
C 0.05 -0.01 0.03
C -0.06 -0.03 0.04
S 0.03 0.06 -0.10
C -0.03 0.00 0.02
C 0.09 -0.01 -0.04
S -0.02 -0.12 0.09
C -0.02 0.00 -0.02
C -0.02 -0.04 -0.02
S 0.00 0.01 -0.02
H 0.00 0.00 0.00
H 0.00 0.00 -0.01
H 0.01 -0.01 0.01
H 0.01 0.00 -0.01
H 0.00 -0.01 0.00
H -0.01 -0.01 -0.02
H -0.03 0.02 0.01
H -0.01 0.01 -0.01
H 0.02 0.00 -0.01
H 0.00 -0.02 0.00
H 0.01 0.01 0.02
H 0.03 0.04 0.01
O 0.07 0.01 -0.08
C -0.09 0.14 -0.08
O 0.03 0.08 0.11
C 0.04 -0.07 0.02
C -0.02 -0.01 -0.02
C 0.00 0.00 0.00
C 0.00 -0.01 -0.01
C 0.01 0.00 0.01
C 0.01 -0.01 0.01
H 0.00 0.00 0.00
H 0.00 0.00 0.00
H 0.00 0.00 0.00
H 0.00 0.00 0.00
H 0.00 0.01 -0.01
C 0.08 0.01 0.02
Sb -0.08 -0.11 0.04
C 0.06 -0.02 -0.08
C 0.03 0.12 -0.02
H -0.02 0.02 -0.02
H 0.01 0.00 -0.01
H -0.03 -0.02 0.02
H 0.01 0.01 0.04
H -0.01 -0.01 -0.02
H -0.02 -0.01 0.01
H 0.00 -0.02 0.00
H -0.01 0.01 0.01
H -0.03 0.00 0.00
C -0.02 -0.04 -0.01
C 0.02 0.01 0.00
C 0.01 0.17 0.00
C 0.17 -0.14 0.03
C 0.01 0.11 0.10
C -0.01 0.02 0.01
H 0.01 0.00 0.00
H 0.00 0.00 0.00
H 0.00 -0.10 0.08
H 0.08 -0.14 -0.14
H 0.00 0.01 -0.01
C -0.12 0.01 -0.07
S 0.05 0.05 0.03
C -0.12 -0.07 -0.01
C 0.20 0.07 0.14
S -0.26 0.04 -0.21
S -0.07 0.01 -0.03
C -0.20 0.00 0.15
S 0.08 0.00 -0.05
S 0.12 -0.05 0.01
H -0.01 0.00 0.01
H 0.03 -0.04 0.07
H -0.06 -0.01 0.00